{"formula": "C33H52F16N5O5P2", "method": "ωB97M-V/def2-TZVPD", "elements": ["C", "C", "C", "C", "N", "C", "N", "C", "C", "C", "C", "C", "C", "C", "C", "C", "C", "C", "C", "C", "C", "C", "N", "P", "C", "C", "N", "C", "N", "P", "O", "O", "O", "H", "H", "H", "H", "H", "H", "H", "H", "H", "H", "H", "H", "H", "H", "H", "H", "H", "H", "H", "H", "H", "H", "H", "H", "H", "H", "H", "H", "H", "H", "H", "H", "H", "H", "H", "H", "H", "H", "H", "H", "H", "H", "H", "H", "C", "C", "C", "F", "F", "F", "F", "O", "C", "C", "F", "F", "F", "F", "H", "H", "H", "H", "C", "C", "C", "F", "F", "F", "F", "O", "C", "C", "F", "F", "F", "F", "H", "H", "H", "H"], "coordinates": [[2.390027, 3.207618, -2.120378], [2.874674, 2.760343, -0.717820], [1.779802, 2.855365, 0.377468], [2.067232, 4.150717, 1.150179], [1.801929, 1.621443, 1.248993], [1.558297, 0.448601, 0.659844], [1.641372, -0.770586, 1.290240], [2.199638, -1.648206, 0.190385], [2.558092, -3.098069, 0.554752], [4.044219, -3.330429, 0.277369], [4.969561, -2.674496, 1.051641], [6.309504, -2.790000, 0.858564], [6.761706, -3.594247, -0.167539], [8.252270, -3.675727, -0.394423], [5.855432, -4.267155, -0.922389], [4.505255, -4.142011, -0.715735], [1.338953, -1.213106, -1.019296], [1.986603, -1.273423, -2.399318], [2.396433, -2.681728, -2.899276], [1.778045, -3.123273, -4.241013], [1.691666, -4.651281, -4.372689], [0.790992, -5.326422, -3.320682], [1.524276, -6.469260, -2.691183], [-0.204888, -2.297409, -0.958285], [-1.178272, -2.234277, -2.526108], [-1.289570, -1.965367, 0.498342], [1.209321, 0.243239, -0.624552], [-0.019046, 0.890210, -1.129623], [-0.998497, 1.146118, -0.073697], [2.163997, 1.793726, 2.931835], [3.544072, 2.225564, 3.060507], [1.965542, 0.429139, 3.711085], [1.133797, 2.770024, 3.589517], [2.532527, 2.373375, -2.809530], [1.340481, 3.498947, -2.144612], [3.010349, 4.012921, -2.507138], [3.317761, 1.767653, -0.772718], [3.683025, 3.430927, -0.433243], [0.796002, 3.006299, -0.055231], [2.095013, 4.932851, 0.387439], [3.037392, 4.159338, 1.639265], [1.257186, 4.444677, 1.814166], [2.398906, -0.843107, 1.965894], [3.155848, -1.145408, -0.023723], [2.018217, -3.847632, -0.016007], [2.441545, -3.214856, 1.634464], [4.578242, -2.038729, 1.846931], [6.999042, -2.241893, 1.485418], [8.568218, -4.642737, -0.779317], [8.507200, -2.913969, -1.137529], [8.782055, -3.411854, 0.518286], [6.214305, -4.909997, -1.719395], [3.804011, -4.687039, -1.334681], [2.877005, -0.640689, -2.400176], [1.297962, -0.854498, -3.137715], [2.224463, -3.470163, -2.171773], [3.474325, -2.646527, -3.059994], [2.464762, -2.803913, -5.030959], [0.820946, -2.651289, -4.464930], [2.684260, -5.089737, -4.280707], [1.290275, -4.880680, -5.361781], [0.539129, -4.645958, -2.504669], [-0.112737, -5.753703, -3.752457], [0.894897, -7.252650, -2.555436], [1.817923, -6.208822, -1.755370], [-2.188170, -1.882297, -2.285174], [-0.784172, -1.540250, -3.265879], [-1.281004, -3.225337, -2.956561], [-2.270455, -1.648355, 0.123733], [-0.942460, -1.174879, 1.152214], [-1.456349, -2.909945, 1.008169], [0.270572, 1.868736, -1.512149], [-0.433950, 0.383843, -1.994576], [-1.888680, 0.716588, -0.280657], [-1.088125, 2.141529, 0.057660], [2.834142, 0.201800, 4.080840], [0.312238, 2.842819, 3.073674], [-4.820387, 0.029630, 4.372852], [-4.372836, 0.353674, 5.813604], [-4.474336, 1.808333, 6.284235], [-3.687370, 2.629332, 5.557386], [-4.059666, 1.889330, 7.564976], [-3.117878, -0.112921, 5.999983], [-5.185141, -0.364529, 6.631694], [-3.806168, -0.102954, 3.368632], [-3.325134, 0.970193, 2.663458], [-1.828888, 1.196004, 2.927843], [-1.596588, 1.426995, 4.223863], [-1.368645, 2.295386, 2.240687], [-4.065827, 2.066752, 2.904332], [-3.518831, 0.670676, 1.343751], [-5.250120, -0.969184, 4.430941], [-5.635112, 0.672484, 4.042427], [-5.506577, 2.165324, 6.232738], [-1.250959, 0.323305, 2.619905], [-6.030886, 3.345430, -0.131052], [-6.004923, 2.451879, -1.394168], [-4.639922, 2.273448, -2.072511], [-4.138500, 3.440038, -2.512859], [-4.749617, 1.466936, -3.155474], [-6.913208, 2.903319, -2.278516], [-6.421315, 1.211737, -1.009199], [-6.445648, 4.694873, -0.304201], [-5.559022, 5.689660, -0.671809], [-5.926329, 6.315913, -2.020593], [-5.918060, 5.393897, -3.000911], [-5.016098, 7.264193, -2.334866], [-4.285396, 5.244904, -0.643426], [-5.648006, 6.654585, 0.265879], [-6.792081, 2.921388, 0.522965], [-5.103720, 3.276694, 0.440063], [-3.914496, 1.814117, -1.392654], [-6.918869, 6.768131, -1.970756]], "forces_ev_per_angstrom": [[0.5, -0.6, 0.1], [-0.2, 0.3, -0.4], [1.3, 0.8, 0.3], [-0.5, 0.3, -0.4], [-1.4, -0.2, -0.2], [-0.6, -1.2, 0.4], [1.9, -0.6, -0.4], [0.6, 0.6, -1.1], [0.9, 0.3, -0.2], [-1.0, 0.3, 0.3], [-0.8, 0.9, 1.1], [0.3, 0.3, 0.2], [1.7, 0.2, 0.6], [-0.4, 0.4, -0.4], [0.2, -0.9, -1.2], [-0.7, -0.6, -0.5], [-0.9, 0.0, 1.0], [0.1, -0.6, -0.1], [0.1, 0.1, -0.4], [0.6, -0.2, -0.2], [-0.8, 0.3, 0.2], [0.9, -0.8, 0.6], [-0.3, 0.1, 0.0], [0.8, -1.7, -0.2], [-0.6, 1.1, 0.6], [-0.7, 0.5, -0.8], [-1.2, -0.1, -0.6], [0.1, 2.2, 0.1], [0.7, -0.7, -0.8], [1.7, 0.6, 1.1], [0.6, 0.2, -0.2], [-0.5, -0.3, -0.5], [-0.8, -0.3, -1.0], [-0.3, 0.1, -0.1], [0.1, 0.2, 0.0], [-0.2, 0.2, 0.0], [-0.2, 0.0, 0.0], [0.0, -0.1, 0.2], [-0.1, -0.4, 0.0], [0.0, -0.1, 0.0], [-0.1, -0.2, 0.2], [0.2, 0.0, 0.2], [-0.7, 0.5, 0.6], [0.1, -0.3, -0.1], [-0.6, 0.1, 0.3], [-0.5, -0.3, -0.1], [0.2, 0.0, 0.1], [0.1, 0.0, 0.0], [0.0, 0.0, 0.1], [0.2, -0.1, 0.0], [0.1, -0.2, 0.0], [0.0, 0.0, 0.0], [0.1, -0.1, -0.1], [-0.1, 0.2, 0.2], [0.0, 0.2, 0.1], [-0.1, 0.2, 0.3], [0.0, -0.2, 0.2], [-0.2, 0.2, -0.1], [-0.1, 0.0, 0.2], [0.0, 0.0, -0.1], [0.3, -0.1, -0.1], [-0.4, 0.3, -0.3], [-0.1, 0.4, -0.1], [0.1, 0.0, -0.1], [0.1, 0.0, -0.1], [0.0, 0.0, -0.1], [0.1, -0.1, -0.1], [0.2, -0.1, 0.0], [0.0, 0.0, 0.1], [0.2, -0.2, 0.1], [0.2, 0.1, 0.2], [0.1, -0.2, -0.3], [0.3, -0.6, 0.2], [-0.1, 0.1, 0.2], [-0.4, -0.1, 0.0], [-0.1, 0.0, 0.1], [-0.2, 0.2, 0.4], [-0.5, -0.3, -0.3], [0.5, -0.3, -0.3], [-0.2, 0.3, 0.4], [0.1, -0.1, -0.3], [0.0, -0.2, 0.0], [0.0, 0.2, 0.0], [-0.2, 0.2, 0.0], [0.7, 0.4, 0.4], [-1.5, -0.5, 0.4], [0.4, -0.3, 0.1], [-0.2, 0.1, 0.0], [-0.4, 0.2, 0.3], [0.4, 0.3, -0.1], [0.5, 0.2, 0.0], [0.1, 0.0, 0.0], [0.2, 0.3, 0.0], [0.0, -0.1, -0.1], [-0.1, 0.0, -0.2], [0.0, 0.1, 0.5], [-0.5, 0.6, 0.1], [0.3, -0.4, -0.3], [-0.1, 0.2, 0.1], [-0.2, -0.1, 0.1], [0.2, 0.0, -0.1], [0.4, -0.1, 0.1], [0.2, -0.1, -0.7], [-0.1, -0.5, 0.8], [-0.2, 0.3, -0.3], [0.1, -0.1, 0.1], [0.0, 0.0, 0.2], [0.0, 0.1, -0.2], [0.0, 0.1, -0.1], [-0.1, 0.0, -0.2], [0.2, 0.0, -0.3], [-0.1, 0.0, 0.2], [0.0, 0.0, 0.1]], "total_charge": 1, "e_tot_ev": -114805.90384}

***

{"formula": "C5H7N", "method": "ωB97M-V/def2-TZVPD", "elements": ["C", "C", "C", "C", "C", "N", "H", "H", "H", "H", "H", "H", "H"], "coordinates": [[3.635954, -0.759382, 0.305606], [-0.029368, 0.119900, 1.406799], [-0.884675, 0.020406, 0.467851], [-1.786778, -1.123500, 0.108593], [-1.142989, 1.139587, -0.492144], [4.299535, -1.242200, -0.460683], [3.015003, -0.180676, 1.011488], [-1.846906, -1.246693, -1.038812], [-1.448673, -2.051629, 0.504364], [-2.784316, -0.844954, 0.352997], [-1.012815, 0.802834, -1.526386], [-2.145022, 1.342635, -0.280236], [-0.365284, 1.874742, -0.423782]], "forces_ev_per_angstrom": [[-2.4, 2.3, 2.8], [0.9, 0.1, 0.8], [-0.7, -0.9, -1.6], [0.5, -0.3, -2.1], [2.2, -0.5, -0.6], [1.8, -1.5, -2.0], [0.6, -0.8, -0.7], [0.5, 0.2, 1.7], [-0.2, -0.7, 0.6], [-0.9, -0.1, 0.7], [-0.4, -0.4, 0.2], [-1.5, 1.5, -0.1], [-0.4, 1.2, 0.5]], "e_tot_ev": -6783.48298, "de_lowest_kcal_mol": 116.0}

***

Number 1: gap between HOMO and LUMO 8.18 eV. Number 2: gap between HOMO and LUMO 9.73 eV.